Record 1
The following is a DFT calculation (ωB97M-V/def2-TZVPD) of one molecule with the formula C19H22N2O5S.

Each line ends with the Löwdin charge.
Atoms and positions in Å:
C  -6.262  -0.042  1.278  -0.087
O  -5.351  0.183  0.232  -0.067
C  -4.162  -0.482  0.257  -0.204
C  -3.754  -1.358  1.248  -0.014
C  -2.514  -1.980  1.179  -0.046
C  -1.666  -1.743  0.115  -0.245
C  -0.289  -2.339  0.057  -0.122
C  0.684  -1.527  0.932  -0.151
N  0.544  -0.103  0.713  0.051
C  0.939  0.498  -0.423  -0.589
O  1.575  -0.046  -1.301  0.071
C  0.520  1.961  -0.519  -0.368
S  0.954  2.928  0.960  0.884
C  2.747  3.186  0.669  -0.407
C  3.445  1.889  0.438  -0.301
C  3.449  0.919  1.439  -0.041
C  4.007  -0.319  1.208  0.002
C  4.576  -0.585  -0.033  -0.156
N  5.115  -1.893  -0.292  -0.359
O  4.852  -2.774  0.501  0.075
O  5.798  -2.038  -1.283  0.085
C  4.611  0.380  -1.029  0.015
C  4.041  1.614  -0.788  -0.024
C  -2.074  -0.866  -0.889  0.022
C  -3.303  -0.235  -0.837  -0.191
O  -3.773  0.638  -1.771  -0.063
C  -3.011  0.844  -2.934  -0.078
H  -7.131  0.572  1.046  0.094
H  -5.852  0.265  2.246  0.096
H  -6.566  -1.093  1.330  0.097
H  -4.396  -1.569  2.088  0.103
H  -2.219  -2.659  1.965  0.113
H  -0.293  -3.370  0.410  0.118
H  0.077  -2.322  -0.970  0.113
H  1.711  -1.812  0.688  0.111
H  0.498  -1.717  1.989  0.126
H  -0.076  0.404  1.326  0.127
H  0.975  2.424  -1.394  0.092
H  -0.567  2.025  -0.594  0.073
H  2.853  3.863  -0.178  0.081
H  3.095  3.679  1.577  0.083
H  2.986  1.138  2.389  0.120
H  4.008  -1.087  1.967  0.122
H  5.054  0.141  -1.982  0.125
H  4.040  2.363  -1.566  0.121
H  -1.406  -0.690  -1.718  0.113
H  -2.040  1.299  -2.712  0.086
H  -2.851  -0.090  -3.482  0.101
H  -3.594  1.527  -3.549  0.096

Calculated values
Spin multiplicity = 1
Total energy = -1621.0243 Eh
LUMO = -0.014 Eh
Charge = 0
HOMO-LUMO gap = 7.73 eV
Structure (SMILES) = COc1ccc(CCNC(=O)CSCc2ccc([N+](=O)[O-])cc2)cc1OC
Energy relative to the best compared isomer or geometry (same formula, charge and spin) = 416.1 kJ/mol

Record 2
The following is a DFT calculation (ωB97M-V/def2-TZVPD) of an isolated ion of composition C19H22N3O3 and charge +1.

Each line ends with the Löwdin charge.
Atoms and positions in Å:
C  -6.796  -1.378  0.257  -0.056
O  -5.407  -1.562  0.028  -0.079
C  -4.824  -0.305  0.139  -0.171
C  -5.423  1.242  0.003  0.076
C  -4.534  2.130  -0.114  -0.212
C  -3.251  2.106  -0.188  -0.028
C  -2.602  0.845  -0.113  -0.073
C  -1.130  0.782  -0.113  -0.239
O  -0.543  1.807  0.087  0.078
C  -0.447  -0.736  0.151  -0.084
N  0.919  -0.820  0.122  0.061
C  2.191  0.120  -0.029  -0.169
N  2.084  1.557  -0.033  0.085
C  2.845  2.079  -1.115  -0.166
C  4.281  1.955  -0.843  -0.069
C  4.659  3.270  0.342  -0.056
O  3.906  2.709  1.499  -0.169
N  3.166  -0.605  0.138  0.236
C  2.797  -1.982  -0.066  -0.234
C  3.520  -3.023  0.172  -0.081
C  2.986  -4.221  0.085  -0.078
C  1.535  -4.374  0.223  0.033
C  0.793  -3.130  -0.186  0.031
C  1.521  -2.049  0.032  -0.309
C  -3.467  -0.445  0.267  0.075
H  -7.085  -0.972  -0.764  0.133
H  -6.983  -2.331  0.226  0.045
H  -7.192  -0.854  0.997  0.059
H  -6.541  1.242  -0.130  0.132
H  -5.020  2.962  -0.296  0.089
H  -2.560  3.050  -0.125  0.172
H  -1.013  -1.106  -0.793  0.165
H  -0.678  -1.085  1.026  0.084
H  2.545  1.792  0.729  0.059
H  0.996  1.616  0.044  0.135
H  2.285  3.119  -1.057  0.192
H  2.528  1.396  -1.997  0.175
H  4.592  1.015  -0.526  0.073
H  4.935  2.307  -1.550  0.079
H  4.330  4.088  -0.150  0.059
H  5.695  3.095  0.751  0.134
H  4.134  3.289  2.334  0.160
H  4.746  -3.077  0.074  0.194
H  3.492  -5.281  0.135  0.152
H  1.173  -5.237  0.027  0.024
H  -0.269  -3.577  0.072  0.163
H  -2.888  -1.420  0.229  0.121

Calculated values
Spin multiplicity = 1
Total energy = -1126.4763 Eh
LUMO = -0.129 Eh
Charge = +1
HOMO-LUMO gap = 7.85 eV
Structure (SMILES) = COc1cccc(C(=O)Cn2c([NH2+]CCCO)nc3ccccc32)c1
Energy relative to the best compared isomer or geometry (same formula, charge and spin) = 0.0 kJ/mol

Record 3
The following is a DFT calculation (ωB97M-V/def2-TZVPD) of C19H22N3O3PdSe2 as an isolated structure.

Each line ends with the Löwdin charge.
Atoms and positions in Å:
Pd  -0.360  0.372  -0.565  0.367
C  1.200  3.335  2.639  0.004
C  0.573  2.638  1.472  -0.235
N  1.010  1.506  1.051  0.030
N  2.013  0.809  1.450  0.123
C  2.594  0.017  0.516  -0.449
O  2.133  -0.057  -0.638  -0.166
C  3.751  -0.749  0.982  -0.156
C  4.433  -0.369  2.138  -0.024
C  5.500  -1.119  2.588  -0.063
C  5.879  -2.264  1.902  -0.062
C  5.219  -2.638  0.739  -0.062
C  4.164  -1.877  0.273  -0.016
C  -0.473  3.271  0.675  -0.229
C  -1.067  4.475  1.056  0.007
C  -1.933  5.105  0.184  -0.029
C  -2.210  4.512  -1.038  -0.029
C  -1.617  3.293  -1.333  -0.113
N  -0.765  2.693  -0.511  0.021
H  2.142  2.849  2.889  0.080
H  0.532  3.262  3.497  0.103
H  1.378  4.384  2.411  0.091
H  4.117  0.514  2.667  0.105
H  6.035  -0.809  3.474  0.109
H  6.690  -2.865  2.280  0.109
H  5.525  -3.519  0.193  0.110
H  3.629  -2.150  -0.626  0.104
H  -0.845  4.910  2.015  0.116
H  -2.379  6.050  0.450  0.120
H  -2.878  4.982  -1.741  0.115
H  -1.806  2.803  -2.284  0.120
O  -3.180  -4.052  -2.706  -0.036
C  -3.660  -3.322  -1.601  -0.219
C  -2.661  -2.179  -1.291  -0.562
C  -2.350  -1.406  -2.601  -0.282
O  -3.496  -1.080  -3.322  -0.025
C  -3.368  -1.239  -0.302  -0.467
Se  -2.247  -0.094  0.846  0.858
C  -1.397  -2.852  -0.745  -0.472
Se  0.323  -1.953  -1.091  1.001
H  -3.666  -4.880  -2.782  0.112
H  -3.744  -3.951  -0.704  0.139
H  -4.653  -2.898  -1.811  0.136
H  -1.643  -1.995  -3.205  0.125
H  -1.872  -0.426  -2.328  0.086
H  -3.783  -1.854  -3.823  0.104
H  -3.999  -1.808  0.385  0.072
H  -4.019  -0.565  -0.868  0.085
H  -1.300  -3.838  -1.200  0.067
H  -1.466  -2.970  0.341  0.077

Calculated values
Spin multiplicity = 5
Total energy = -6057.6081 Eh
LUMO (spin up / spin down) = -0.124 / -0.203 Eh
Charge = +1
HOMO-LUMO gap (spin up / spin down) = 7.44 / 5.69 eV

Record 4
The following is a DFT calculation (ωB97M-V/def2-TZVPD) of C19H22N3S5Tm as an isolated structure.

Each line ends with the Löwdin charge.
Atoms and positions in Å:
Tm  1.246  0.722  -0.483  0.870
C  -1.045  -2.460  2.800  -0.064
C  -0.091  -1.386  3.329  -0.353
C  1.278  -2.005  3.614  -0.081
C  -0.050  -0.144  2.456  -0.209
C  -1.093  0.171  1.580  -0.042
C  -1.245  1.456  1.057  -0.076
C  -0.343  2.477  1.371  -0.336
C  -0.613  3.907  1.007  -0.055
C  0.793  2.124  2.120  -0.082
C  0.928  0.843  2.651  -0.058
H  -0.939  -3.361  3.398  0.084
H  -0.813  -2.707  1.766  0.069
H  -2.083  -2.139  2.861  0.078
H  -0.488  -1.029  4.293  0.151
H  1.687  -2.473  2.723  0.002
H  1.178  -2.767  4.383  0.084
H  1.989  -1.270  3.977  0.069
H  -1.872  -0.552  1.387  0.114
H  -2.143  1.694  0.499  0.123
H  -0.676  4.512  1.911  0.092
H  -1.553  4.001  0.467  0.081
H  0.201  4.309  0.400  0.038
H  1.509  2.892  2.394  0.132
H  1.759  0.647  3.314  0.117
C  0.331  -5.139  -0.325  -0.364
S  1.731  -4.234  0.408  0.860
C  1.453  -2.601  -0.138  -1.138
S  2.584  -1.460  0.465  0.550
N  0.483  -2.414  -0.983  -0.099
N  0.140  -1.161  -1.333  -0.136
C  -0.479  -1.003  -2.468  -0.065
C  -0.853  0.320  -2.889  -0.282
C  -1.364  0.548  -4.172  0.006
C  -1.621  1.841  -4.577  -0.031
C  -1.383  2.879  -3.687  -0.038
C  -0.898  2.574  -2.426  -0.146
N  -0.630  1.335  -2.013  0.010
H  0.707  -6.083  -0.705  0.029
H  -0.062  -4.521  -1.126  0.017
H  -0.416  -5.310  0.443  0.028
H  -0.658  -1.844  -3.134  0.140
H  -1.519  -0.289  -4.833  0.118
H  -1.996  2.039  -5.569  0.116
H  -1.550  3.903  -3.977  0.115
H  -0.697  3.367  -1.717  0.091
S  2.191  3.435  -4.002  0.483
C  2.298  2.474  -2.669  -1.842
S  2.534  0.761  -2.790  0.421
S  2.156  3.117  -1.057  0.408

Calculated values
Spin multiplicity = 3
Total energy = -3977.7190 Eh
LUMO (spin up / spin down) = -0.043 / -0.043 Eh
Charge = 0
HOMO-LUMO gap (spin up / spin down) = 5.81 / 5.82 eV
Energy relative to the best compared isomer or geometry (same formula, charge and spin) = 45.0 kJ/mol